The following is a DFT calculation (ωB97M-V with the def2-TZVPD basis set) of a structure of composition C33H28AsN4O4Pt.

```
71
Properties=species:S:1:pos:R:3
Pt 0.6616 -0.9985 -0.5167
O 4.3272 -0.5386 1.1591
C 3.1443 -0.6769 0.8572
O 2.7182 -0.7461 -0.3930
C 2.1164 -0.7494 1.9405
C 2.5472 -0.6512 3.2627
C 1.6503 -0.7094 4.2947
C 0.2548 -0.8746 4.0047
C -0.7134 -0.9441 5.0118
C -2.0542 -1.1089 4.7098
C -2.4453 -1.2077 3.3757
C -1.5094 -1.1399 2.3616
C -0.1417 -0.9713 2.6415
N 0.7764 -0.9106 1.6249
H 3.6049 -0.5270 3.4479
H 1.9937 -0.6313 5.3195
H -0.4018 -0.8682 6.0483
H -2.7905 -1.1614 5.5034
H -3.4912 -1.3376 3.1228
H -1.8128 -1.2172 1.3263
O -1.1755 -1.1736 -0.6299
C 1.1661 6.5600 -0.7630
C -0.0818 6.0736 -0.4019
C -0.3051 4.7031 -0.3241
C 0.7183 3.8034 -0.6077
C 1.9657 4.3030 -0.9725
C 2.1918 5.6701 -1.0494
As 0.5453 1.8108 -0.5552
C 0.1284 1.6809 -2.4714
C -0.8843 2.4295 -3.0671
C -1.1373 2.3138 -4.4244
C -0.3756 1.4497 -5.2045
C 0.6355 0.7052 -4.6211
C 0.8871 0.8204 -3.2573
C -1.2699 1.7605 0.1971
C -2.3683 1.2019 -0.4443
C -3.6152 1.2088 0.1695
C -3.7757 1.7673 1.4291
C -2.6817 2.3172 2.0812
C -1.4386 2.3088 1.4674
H 1.3390 7.6278 -0.8228
H -0.8881 6.7637 -0.1819
H -1.2911 4.3512 -0.0502
H 2.7743 3.6150 -1.1984
H 3.1693 6.0415 -1.3331
H -1.4839 3.1059 -2.4693
H -1.9292 2.8978 -4.8782
H -0.5731 1.3607 -6.2660
H 1.2324 0.0328 -5.2249
H 1.6829 0.2371 -2.8048
H -2.2670 0.7568 -1.4224
H -4.4649 0.7713 -0.3407
H -4.7494 1.7693 1.9044
H -2.7953 2.7499 3.0675
H -0.5884 2.7395 1.9866
C -0.8935 -6.0786 -2.3679
N 0.0881 -5.3825 -1.5537
C 1.0570 -6.0528 -0.8928
C 1.9541 -5.4032 -0.1332
C 1.8304 -3.9743 -0.0559
N 0.8773 -3.2937 -0.6924
C -0.0409 -3.9801 -1.4670
O -0.9346 -3.4472 -2.0851
N 2.6980 -3.2797 0.6918
H -0.6483 -7.1376 -2.4171
H -0.9018 -5.6593 -3.3721
H -1.8869 -5.9513 -1.9393
H 1.0704 -7.1293 -1.0036
H 2.7302 -5.9104 0.4172
H 3.6446 -3.6195 0.7497
H 2.6245 -2.2649 0.5025
```

Values from the calculation:
2S+1 = 3
net charge = -1
Kohn-Sham gap (alpha / beta) = 4.4 / 6.4 eV
DFT total energy = -4149.3683 a.u.
LUMO (alpha / beta) = 2.33 / 2.33 eV
energy relative to the best compared isomer or geometry (same formula, charge and spin) = 59.0 kcal/mol

Mulliken population analysis, charges in e, atoms 1 to 5: 3.242 -0.803 0.863 -0.990 0.203

***

The following is a DFT calculation (ωB97M-V with the def2-TZVPD basis set) of a structure of composition C33H28Br2F2N6O2STi.

```
75
Properties=species:S:1:pos:R:3
Ti 0.0549 -0.0268 0.8688
N 4.4876 1.5396 0.3306
C 3.5031 0.5884 0.0716
S 2.3317 0.5963 1.4091
N 3.6291 -0.0724 -1.0008
N 3.0314 -1.2598 -1.3017
C 2.1989 -1.2510 -2.2625
C 1.6316 -0.0103 -2.8496
C 1.9399 0.4784 -4.1123
C 1.4113 1.6841 -4.5561
C 0.5708 2.4167 -3.7258
C 0.2377 1.9353 -2.4675
C 0.7553 0.7182 -2.0524
O 0.3957 0.1894 -0.8626
H 4.1886 2.3483 0.8483
H 5.0846 1.7246 -0.4615
H 1.8627 -2.2219 -2.6086
H 2.6195 -0.0833 -4.7422
H 1.6587 2.0540 -5.5418
H 0.1647 3.3621 -4.0624
H -0.4288 2.4792 -1.8096
F -0.9579 -0.7271 6.0825
C -0.3117 -1.2078 4.9952
C -0.7295 -0.8126 3.7368
C -0.0867 -1.2841 2.5932
C 0.9843 -2.1752 2.7652
C 1.3905 -2.5157 4.0446
F 2.4240 -3.3656 4.2434
C 0.7617 -2.0480 5.1860
C 1.5337 -2.8216 1.5439
C 2.7879 -3.4191 1.4281
C 3.0789 -4.1223 0.2754
C 2.1334 -4.1966 -0.7357
C 0.9645 -3.4778 -0.5780
N 0.6711 -2.7972 0.5237
H -1.5564 -0.1168 3.6898
H 1.1003 -2.3343 6.1706
H 3.5121 -3.3321 2.2215
H 4.0416 -4.6043 0.1641
H 2.3123 -4.7634 -1.6393
H 0.2156 -3.4470 -1.3599
Br -5.9457 2.3765 -0.2493
C -4.5293 1.1499 -0.1036
C -4.2528 0.5519 1.1077
C -3.1448 -0.2764 1.1537
N -2.3690 -0.5531 0.1086
C -2.7335 -0.0748 -1.0905
C -3.7842 0.8251 -1.2230
C -2.0675 -0.6223 -2.3202
C -2.1357 0.0766 -3.5223
C -1.5998 -0.5090 -4.6504
Br -1.6676 0.4002 -6.2988
C -1.0247 -1.7606 -4.5676
C -1.0064 -2.3654 -3.3202
N -1.5044 -1.8215 -2.2151
H -4.8505 0.7377 1.9878
H -2.8449 -0.7345 2.0882
H -4.0555 1.2336 -2.1827
H -2.5655 1.0637 -3.5887
H -0.6089 -2.2517 -5.4352
H -0.5666 -3.3505 -3.2152
C -1.8637 2.5268 3.3021
C -0.8240 2.6804 2.2042
C -1.3105 3.6275 1.1194
C 0.4970 3.1446 2.7862
O -0.6397 1.4022 1.5618
H -2.1719 3.5194 3.6348
H -1.4608 1.9886 4.1593
H -2.7489 2.0020 2.9392
H -1.3970 4.6401 1.5167
H -2.2878 3.3177 0.7406
H -0.6003 3.6412 0.2920
H 0.3256 4.0698 3.3386
H 1.2389 3.3251 2.0086
H 0.9020 2.3986 3.4712
```

Values from the calculation:
net charge = 0
Kohn-Sham gap = 7.3 eV
DFT total energy = -8348.8298 a.u.
LUMO = -0.59 eV
energy relative to the best compared isomer or geometry (same formula, charge and spin) = 65.3 kcal/mol

Mulliken population analysis, charges in e, atoms 1 to 5: -0.697 -0.544 0.678 -0.496 -0.899

***

The following is a DFT calculation (ωB97M-V with the def2-TZVPD basis set) of a cluster of 8 separate species, C33H28Cl28F6INO9 in total.

```
106
Properties=species:S:1:pos:R:3
C 5.2317 -2.1413 2.5361
C 3.8938 -1.4471 2.7287
O 2.9329 -2.2816 3.3557
C 1.6491 -2.1831 2.7680
C 1.1216 -0.7523 2.8697
O -0.2727 -0.6464 3.2269
C -0.9485 0.2226 2.4189
C -1.3055 1.5134 2.8821
C -0.9799 1.8471 4.3233
C 0.5244 2.0531 4.6131
C -1.9226 2.4459 1.9858
C -2.2953 3.7990 2.5537
I -0.6017 5.1253 2.6749
C -3.5502 4.4836 2.0155
C -4.7734 3.5604 2.0416
C -2.1542 2.0567 0.6336
C -2.6933 2.9482 -0.4649
O -3.7832 2.8394 -0.9109
C -1.7588 4.0191 -1.1044
F -0.7174 4.2774 -0.2913
F -2.4690 5.1600 -1.2377
C -1.1647 3.6349 -2.5021
F -1.2775 2.3196 -2.7407
F -1.8580 4.2893 -3.4560
C 0.3413 4.0082 -2.7032
F 0.5662 5.3131 -2.4776
F 0.5724 3.7756 -4.0190
C 1.3134 3.1241 -1.8716
O 1.5855 1.9912 -2.1067
O 1.7873 3.8122 -0.8309
C -1.8949 0.7302 0.2706
C -1.3051 -0.1768 1.1368
C -1.1406 -1.4770 0.4524
O -0.6918 -2.4942 0.8749
N -1.6885 -1.3352 -0.8619
C -2.7610 -2.3534 -1.0785
C -3.9363 -2.2615 -0.1167
O -3.8536 -3.1933 0.9710
C -3.9554 -4.4879 0.6219
C -3.6039 -5.3956 1.7580
O -4.2985 -4.8466 -0.4691
C -2.1601 0.0005 -1.0135
O -2.7022 0.3655 -2.0078
H 5.4183 -2.8654 3.3262
H 6.0346 -1.4048 2.5856
H 5.3147 -2.6062 1.5547
H 3.5491 -1.0709 1.7600
H 4.0633 -0.5699 3.3601
H 0.9761 -2.8955 3.2362
H 1.7475 -2.4446 1.7110
H 1.2775 -0.2393 1.9180
H 1.7289 -0.2285 3.6043
H -1.3279 1.0109 4.9288
H -1.5019 2.7238 4.6815
H 0.6814 2.9127 5.2606
H 0.9116 1.1858 5.1398
H 1.1022 2.2023 3.7033
H -2.4914 3.6339 3.6034
H -3.3656 4.9311 1.0404
H -3.7413 5.3250 2.6812
H -5.6265 4.1146 2.4312
H -4.6308 2.6910 2.6833
H -5.0641 3.2118 1.0545
H 2.3263 3.1988 -0.3068
H -2.3087 -3.3385 -1.0920
H -3.1452 -2.1709 -2.0801
H -4.0388 -1.2817 0.3467
H -4.8570 -2.4398 -0.6701
H -2.5767 -5.1996 2.0625
H -3.7553 -6.4277 1.4694
H -4.2339 -5.1398 2.6102
Cl 7.6857 0.7260 -1.8444
C 6.7709 -0.5212 -0.9926
Cl 7.8855 -1.5485 -0.0915
Cl 5.6344 0.2624 0.1218
Cl 5.8697 -1.4897 -2.1515
Cl 2.5705 6.8667 1.8232
C 4.0389 6.7409 0.8469
Cl 5.1059 8.0973 1.2150
Cl 4.8611 5.2217 1.2313
Cl 3.6149 6.7673 -0.8626
Cl 4.4106 1.8119 3.6473
C 4.5003 2.8389 5.0886
Cl 3.6254 2.0684 6.4117
Cl 6.1911 3.0457 5.5468
Cl 3.7828 4.4111 4.7294
Cl 2.0073 -3.5435 -4.4334
C 1.0031 -4.0073 -3.0530
Cl -0.0939 -5.3059 -3.5291
Cl 2.0280 -4.5685 -1.7276
Cl 0.0426 -2.6319 -2.4983
Cl -5.9007 -5.3337 -3.5400
C -4.4388 -5.5481 -4.5012
Cl -3.3576 -4.1713 -4.2727
Cl -3.5981 -7.0141 -3.9770
Cl -4.8736 -5.6747 -6.2061
Cl 3.5945 -0.3380 -4.7389
C 2.6626 0.8545 -5.6583
Cl 3.6058 2.3494 -5.7873
Cl 2.3509 0.2238 -7.2819
Cl 1.1564 1.1907 -4.8301
Cl -3.0336 -7.7930 -8.7676
C -1.6420 -8.1648 -7.7466
Cl -1.3917 -6.8730 -6.5727
Cl -1.9328 -9.6826 -6.8895
Cl -0.2041 -8.3275 -8.7605
```

Values from the calculation:
net charge = 0
Kohn-Sham gap = 8.8 eV
DFT total energy = -15788.3812 a.u.
LUMO = -1.05 eV
structure (SMILES) = CCOCCOc1c(CC)c([C@@H](I)CC)c(C(=O)C(F)(F)C(F)(F)C(F)(F)C(=O)O)c2c1C(=O)N(CCOC(C)=O)C2=O.ClC(Cl)(Cl)Cl.ClC(Cl)(Cl)Cl.ClC(Cl)(Cl)Cl.ClC(Cl)(Cl)Cl.ClC(Cl)(Cl)Cl.ClC(Cl)(Cl)Cl.ClC(Cl)(Cl)Cl

Mulliken population analysis, charges in e, atoms 1 to 5: -1.273 0.698 -0.508 -0.815 -0.165

***

The following is a DFT calculation (ωB97M-V with the def2-TZVPD basis set) of a structure of composition C33H28FInN6O9STe.

```
80
Properties=species:S:1:pos:R:3
In 0.1034 -0.4746 0.0225
O 3.2101 0.7230 -1.3689
C 2.8597 1.0065 -2.4991
C 1.7107 1.8048 -2.9299
C 1.7671 2.2294 -4.2541
C 0.7685 3.0094 -4.7805
C -0.3264 3.3881 -4.0027
C -0.4147 2.9528 -2.7045
C 0.5792 2.1125 -2.1144
O 0.4217 1.6701 -0.9238
N 0.8483 3.4537 -6.1793
O 1.8433 3.1631 -6.8152
O -0.0125 4.2181 -6.5749
H 3.5006 0.6641 -3.3338
H 2.6071 1.9514 -4.8806
H -1.0924 4.0148 -4.4409
H -1.2594 3.2290 -2.0833
O -0.5222 1.1947 1.6290
N -1.7615 1.5988 1.7121
C -2.0103 2.7630 2.3623
C -3.2864 3.2410 2.4780
C -4.3358 2.5216 1.9085
C -4.0623 1.3496 1.2460
C -2.7532 0.8693 1.1440
S -2.3587 -0.5821 0.2964
H -1.1258 3.2429 2.7505
H -3.4512 4.1733 2.9989
H -5.3537 2.8842 1.9737
H -4.8469 0.7784 0.7687
Te 2.2688 0.8833 1.2506
C 1.9338 0.5258 3.3384
C 1.8465 -0.7528 3.8771
C 1.6460 -0.9255 5.2420
C 1.5300 0.1766 6.0805
C 1.6237 1.4545 5.5467
C 1.8258 1.6269 4.1816
C 3.9759 -0.3618 1.3123
C 3.9068 -1.7216 1.0319
C 5.0423 -2.5114 1.1555
C 6.2457 -1.9483 1.5569
C 6.3158 -0.5883 1.8237
C 5.1842 0.2100 1.6990
H 1.9636 -1.6209 3.2392
H 1.5951 -1.9253 5.6581
H 1.3793 0.0402 7.1441
H 1.5454 2.3192 6.1943
H 1.8961 2.6312 3.7796
H 2.9776 -2.1669 0.7000
H 4.9864 -3.5691 0.9301
H 7.1286 -2.5678 1.6520
H 7.2566 -0.1448 2.1243
H 5.2582 1.2713 1.9024
F -3.8876 1.9435 -2.3935
C -3.7080 0.7764 -3.0210
C -2.5025 0.2484 -3.1776
N -2.2964 -0.9712 -3.8043
C -0.9528 -1.5364 -3.8180
C -0.4343 -1.5049 -2.4053
O -1.0455 -2.1360 -1.5242
O 0.5650 -0.7575 -2.0906
C -3.3430 -1.7081 -4.3195
O -3.2144 -2.7808 -4.8685
N -4.5810 -1.1100 -4.1488
C -4.8943 0.0802 -3.4877
O -6.0364 0.4501 -3.3452
H -1.6196 0.7591 -2.8141
H -0.3010 -0.9891 -4.4973
H -1.0495 -2.5685 -4.1422
H -5.3629 -1.6385 -4.5079
C -1.2033 -3.5578 3.6376
N -1.1536 -3.6621 2.1744
C -2.3655 -4.0863 1.4528
C -0.2044 -3.0505 1.5200
N 0.6293 -2.4935 0.9280
H -1.4749 -4.5287 4.0468
H -1.9363 -2.8115 3.9437
H -0.2247 -3.2771 4.0152
H -2.6422 -5.0825 1.7919
H -2.1636 -4.1082 0.3853
H -3.1746 -3.3840 1.6452
```

Values from the calculation:
net charge = 0
Kohn-Sham gap = 7.9 eV
DFT total energy = -3236.1710 a.u.
LUMO = -0.06 eV
energy relative to the best compared isomer or geometry (same formula, charge and spin) = 34.2 kcal/mol

Mulliken population analysis, charges in e, atoms 1 to 5: 1.328 -0.525 -0.741 1.295 -0.613